1.
Here is C48H47N8O2S2SeTl as an isolated structure from the OMol25 dataset. Energies are from ωB97M-V with the def2-TZVPD basis set.

The multiplicity is 1. The calculation puts the largest force on an atom at 0.6 eV/A. As for the net charge: +2. As for the LUMO energy: -0.1952 hartree. The highest occupied orbital energy is -12.83 eV. As for the relative energy (zero: lowest compared OMol25 entry of this formula, charge and spin): 0.0 kcal/mol. As for the energy: -158254.01333 eV.

Structure (XYZ):
```
109
Properties=species:S:1:pos:R:3:mulliken_charge:R:1
Tl -0.47658 -0.10731 0.33710 1.871
C -1.27511 -5.03049 1.97997 -0.463
O -2.48145 -4.23565 1.96907 -0.456
C -2.07057 -2.95719 1.88162 -0.006
N -0.83687 -2.70041 1.76908 0.305
C -0.13464 -3.99604 1.77991 0.731
C 0.90557 -4.11404 2.86387 -0.227
C 0.64232 -3.63946 4.14550 -0.264
C 1.55502 -3.84319 5.16808 -0.831
C 2.73573 -4.53240 4.92106 -0.569
C 2.99587 -5.01971 3.64899 -0.827
C 2.08484 -4.80429 2.62265 -0.229
C -3.14190 -1.94187 1.98230 -0.118
C -4.36335 -2.29029 2.55136 -0.992
C -5.31809 -1.30319 2.72686 -0.940
C -5.00832 -0.01700 2.31462 -0.801
C -3.77257 0.22140 1.71696 0.336
N -2.85445 -0.72393 1.54118 0.769
C -3.46802 1.57921 1.20382 -0.418
N -2.46802 1.88637 0.49249 0.737
C -2.65412 3.29263 0.08239 -0.885
C -3.92826 3.72827 0.84418 -0.539
O -4.38261 2.52088 1.49562 -0.504
C -1.46710 4.18085 0.34287 0.399
C -0.96960 4.98721 -0.67285 -0.338
C 0.08054 5.86219 -0.42861 -0.729
C 0.64258 5.93184 0.83769 -0.831
C 0.14015 5.13809 1.86109 -1.011
C -0.91456 4.27315 1.61655 -0.057
H -1.33842 -5.77737 1.19119 0.353
H -1.21127 -5.52764 2.94613 0.378
H 0.34361 -4.13999 0.80900 0.178
H -0.28592 -3.11694 4.34639 0.368
H 1.34026 -3.47553 6.16197 0.437
H 3.44866 -4.69106 5.71814 0.430
H 3.90383 -5.57443 3.45517 0.451
H 2.28468 -5.19466 1.63148 0.452
H -4.53282 -3.30749 2.86586 0.623
H -6.27195 -1.52674 3.18364 0.487
H -5.70761 0.79391 2.42827 0.648
H -2.84066 3.28627 -0.99389 0.553
H -4.72244 4.07908 0.18938 0.332
H -3.72757 4.47385 1.61120 0.375
H -1.41904 4.94328 -1.65812 0.475
H 0.45064 6.49680 -1.22217 0.434
H 1.45865 6.61418 1.03164 0.466
H 0.56171 5.20584 2.85550 0.675
H -1.31436 3.67181 2.42689 0.753
C -2.78458 -2.48513 -1.56447 -0.989
C -1.32677 -2.72591 -1.75162 0.356
N -0.36541 -2.10542 -1.11567 0.878
C 0.88028 -2.65461 -1.36780 0.056
C 0.85618 -3.65721 -2.28538 -0.455
S -0.74954 -3.96792 -2.78517 -0.263
C 2.02369 -2.26693 -0.53510 -1.366
C 3.31228 -2.67803 -0.66701 -0.429
S 4.20442 -2.20193 0.70510 -0.277
C 2.79582 -1.47997 1.38573 0.116
N 1.75416 -1.55511 0.60591 0.706
C 2.83000 -0.86680 2.74305 -1.175
H -3.15414 -3.14517 -0.77591 0.226
H -3.34718 -2.69988 -2.47080 0.630
H -2.96096 -1.45381 -1.26923 -0.164
H 1.67817 -4.24959 -2.64939 0.584
H 3.76349 -3.24137 -1.46609 0.568
H 3.31818 -1.54626 3.44158 0.611
H 1.81676 -0.67522 3.08866 -0.024
H 3.38663 0.07157 2.74304 0.412
C 2.74967 0.93620 -1.86955 -0.800
N 1.83552 1.49414 -0.87886 1.240
C 1.41394 2.83098 -1.29669 -0.597
C 2.50601 1.60788 0.40251 -1.969
C 1.57733 1.89479 1.55558 0.196
C 2.00467 2.79626 2.53170 -0.036
C 1.26475 3.03918 3.67797 -1.482
C 0.06150 2.38317 3.87940 -0.748
C -0.40115 1.49448 2.91678 -0.706
C 0.35623 1.27475 1.78073 1.168
H 3.67546 1.52343 -1.94648 0.431
H 2.27162 0.93753 -2.84843 0.165
H 3.01254 -0.09105 -1.60994 0.053
H 0.83957 2.77150 -2.21461 -0.276
H 0.78440 3.28205 -0.53065 0.023
H 2.28591 3.47984 -1.46266 0.441
H 3.27474 2.39455 0.37168 0.674
H 3.03143 0.66827 0.59109 0.351
H 2.95041 3.30462 2.38636 0.501
H 1.63057 3.74156 4.41443 0.522
H -0.52339 2.56543 4.77071 0.426
H -1.33995 0.97876 3.07217 0.474
C -0.84752 2.74819 -4.71102 -1.058
N -0.42576 1.35745 -4.65346 0.287
C -0.65581 0.48518 -3.65687 0.073
Se -1.64616 0.86022 -2.11176 -0.432
N -0.05689 -0.67236 -3.98800 0.212
C 0.58321 -0.55703 -5.21660 0.446
C 1.33616 -1.44736 -5.96716 -0.571
C 1.83808 -0.97383 -7.16540 -0.660
C 1.60015 0.33899 -7.59411 -0.668
C 0.85004 1.22377 -6.84169 -0.564
C 0.34461 0.74312 -5.64202 0.161
H -1.51651 2.94751 -3.87961 0.168
H -1.37058 2.92821 -5.64847 0.464
H 0.02241 3.40160 -4.65014 0.375
H -0.09863 -1.49890 -3.41483 -0.086
H 1.51895 -2.46046 -5.63685 0.487
H 2.42917 -1.63070 -7.78758 0.428
H 2.01321 0.66706 -8.53727 0.415
H 0.67218 2.23693 -7.17293 0.486
```

2.
Here is C48H49CsF6NPSbTe as an isolated structure at a distorted geometry from the OMol25 dataset. Energies are from ωB97M-V with the def2-TZVPD basis set.

The multiplicity is 2. The calculation puts the largest force on an atom at 2.4 eV/A. As for the net charge: -2. As for the LUMO energy (spin up / spin down): 0.1237 / 0.1224 hartree. The highest occupied orbital energy (spin up / spin down) is -0.70 / -0.70 eV. As for the relative energy (zero: lowest compared OMol25 entry of this formula, charge and spin): 31.5 kcal/mol. As for the energy: -92038.20242 eV.

Structure (XYZ):
```
108
Properties=species:S:1:pos:R:3:mulliken_charge:R:1
Cs -0.94708 0.44688 -0.73073 0.815
C 3.50459 1.64592 6.53616 -0.458
C 4.59097 0.92880 6.06426 -0.722
C 4.55935 0.37617 4.78660 -0.149
C 3.43944 0.53568 3.98049 -0.459
C 2.35197 1.26847 4.45938 -0.120
C 2.38423 1.81702 5.73028 -0.717
P 3.35010 -0.12115 2.27809 1.255
C 4.86487 -1.04884 1.91512 0.301
C 5.74427 -0.68818 0.89061 -0.522
C 6.86699 -1.45693 0.62375 -0.647
C 7.14348 -2.58584 1.38192 -0.480
C 6.28562 -2.94811 2.40992 -0.813
C 5.15313 -2.19165 2.67090 -0.207
C 3.77902 1.51364 1.41795 0.174
C 3.29477 1.69743 0.12736 0.106
C 3.55746 2.87166 -0.56927 -0.937
C 4.29615 3.87854 0.02543 -0.447
C 4.76679 3.71395 1.32296 -0.927
C 4.50759 2.54413 2.01745 -0.269
H 3.52908 2.07839 7.52891 0.356
H 5.46964 0.79797 6.68406 0.389
H 5.41168 -0.17967 4.41694 0.386
H 1.47831 1.41299 3.83357 0.520
H 1.53388 2.38172 6.09103 0.413
H 5.54091 0.19550 0.30285 0.358
H 7.52598 -1.17047 -0.18640 0.403
H 8.02083 -3.18433 1.16948 0.373
H 6.49164 -3.82825 3.00671 0.383
H 4.47453 -2.49292 3.45948 0.469
H 2.68657 0.93781 -0.35784 0.538
H 3.13878 3.00906 -1.55720 0.393
H 4.46606 4.80728 -0.50468 0.551
H 5.32437 4.51236 1.79951 0.372
H 4.87052 2.42810 3.03186 0.359
C -0.44960 -1.13817 -5.12891 -1.599
C -1.57044 -1.92292 -4.49961 0.718
C -2.68793 -2.29496 -5.26355 -0.949
C -3.73482 -2.93946 -4.62190 0.763
C -4.95225 -3.36507 -5.40955 -1.639
C -3.70993 -3.20286 -3.25644 -0.623
C -2.61165 -2.82195 -2.42145 0.054
C -1.53594 -2.21797 -3.16126 -0.818
N -2.40714 -2.92557 -1.10541 -0.499
C -3.30906 -3.45771 -0.11394 1.958
C -3.70601 -2.31241 0.84537 -1.425
C -4.47372 -2.81271 2.07190 0.644
C -5.75243 -3.52310 1.62070 -1.649
C -5.38010 -4.69581 0.70975 0.467
C -4.51912 -5.68997 1.49161 -1.805
C -3.23821 -4.98585 1.94586 0.758
C -3.59962 -3.80313 2.84969 -1.410
C -2.49316 -4.47269 0.71513 -0.962
C -4.62184 -4.16827 -0.51694 -2.171
H -0.22615 -1.49402 -6.13865 0.397
H 0.46356 -1.21297 -4.53285 0.311
H -0.72398 -0.08151 -5.18214 0.210
H -2.74660 -2.04601 -6.31804 0.204
H -4.91539 -2.98077 -6.43077 0.362
H -5.86893 -2.99623 -4.94266 0.318
H -5.03235 -4.45548 -5.46443 0.300
H -4.58727 -3.68822 -2.85954 0.426
H -0.65426 -1.96977 -2.58107 0.811
H -4.29207 -1.57733 0.28412 0.363
H -2.78295 -1.81210 1.15850 0.287
H -4.73035 -1.96737 2.71946 0.275
H -6.39512 -2.82300 1.07735 0.551
H -6.31831 -3.88086 2.49036 0.561
H -6.29489 -5.19722 0.37233 0.230
H -4.26676 -6.54511 0.85475 0.523
H -5.07480 -6.07718 2.35523 0.549
H -2.60838 -5.69304 2.50207 0.386
H -2.68746 -3.29957 3.18786 0.325
H -4.12986 -4.15760 3.74308 0.582
H -2.20382 -5.29920 0.05579 0.583
H -1.58051 -3.95143 1.00087 -0.500
H -5.27174 -3.46486 -1.04241 0.598
H -4.40391 -4.99117 -1.20403 0.498
F -1.50220 2.37266 0.57706 -0.740
Sb -2.72063 2.78592 -2.71312 1.412
F -4.63982 3.27003 -2.44015 -0.642
F -3.45575 0.96912 -2.87089 -0.538
F -2.84075 4.26948 -4.00514 -0.618
F -1.43903 2.04395 -4.07377 -0.586
F 0.41010 3.11596 -1.39597 -0.410
C 0.39353 -3.69872 2.86060 -0.247
C 0.94575 -3.39635 1.61785 -1.108
C 1.83728 -2.34565 1.50384 -0.474
C 2.20358 -1.58089 2.61486 0.490
C 1.62312 -1.87923 3.84897 0.112
C 0.72943 -2.93770 3.96666 -0.923
H -0.32382 -4.50390 2.94758 0.451
H 0.64680 -3.95312 0.73893 0.420
H 2.26005 -2.09845 0.53317 0.464
H 1.88119 -1.30557 4.72858 0.270
H 0.29041 -3.16498 4.93134 0.395
Te -0.10768 4.10489 0.21970 0.625
C 1.43525 5.52559 -0.26816 -0.168
C 1.88731 5.82155 -1.55216 -0.185
C 2.87958 6.77488 -1.75233 -0.493
C 3.41987 7.47126 -0.67769 -0.467
C 2.96157 7.19683 0.60600 -0.488
C 1.99100 6.22527 0.80196 -0.400
H 1.46366 5.29708 -2.40101 0.526
H 3.22362 6.98095 -2.75991 0.345
H 4.18826 8.21804 -0.83823 0.341
H 3.37385 7.72589 1.45824 0.360
H 1.68235 5.99164 1.81860 0.272
```

3.
Here is C48H49N5O2S2Ti as an isolated structure from the OMol25 dataset. Energies are from ωB97M-V with the def2-TZVPD basis set.

The multiplicity is 1. The calculation puts the largest force on an atom at 0.4 eV/A. As for the net charge: 0. As for the LUMO energy (spin up / spin down): -0.0223 / -0.0222 hartree. The highest occupied orbital energy (spin up / spin down) is -6.96 / -6.96 eV. As for the relative energy (zero: lowest compared OMol25 entry of this formula, charge and spin): 5.9 kcal/mol. As for the energy: -106908.28701 eV.

Structure (XYZ):
```
107
Properties=species:S:1:pos:R:3:mulliken_charge:R:1
Ti 1.09634 -0.02830 0.04292 -0.732
S 1.22256 1.58055 -1.56206 -0.589
C 1.73961 2.84862 -0.45092 -0.527
N 1.19372 4.12368 -0.68174 0.908
C 1.40954 5.04345 0.41930 -0.737
C 2.86128 4.93680 0.89334 -0.854
N 3.11550 3.60012 1.39311 0.162
C 3.23081 3.47248 2.84923 -1.625
C 2.01780 3.93593 3.62713 0.527
C 0.85231 3.17175 3.65641 0.590
C -0.26141 3.62166 4.34613 -0.538
C -0.23049 4.84008 5.01463 -0.758
C 0.92381 5.60551 4.99400 -0.734
C 2.04124 5.14905 4.30515 -0.481
C 2.53301 2.58484 0.63265 0.293
S 2.92819 0.93781 1.07108 -0.584
C 1.44280 4.70993 -1.99645 -1.127
C 0.39462 5.73262 -2.36065 0.593
C 0.75464 6.96879 -2.88092 -0.412
C -0.21605 7.89581 -3.24132 -0.652
C -1.55849 7.59236 -3.07906 -0.385
C -1.92632 6.35880 -2.55549 -0.649
C -0.95587 5.43739 -2.19645 -0.124
H 0.74993 4.78137 1.25004 0.138
H 1.16500 6.05250 0.08875 0.550
H 3.07035 5.66016 1.68004 0.345
H 3.52940 5.14365 0.04992 0.462
H 4.09878 4.05791 3.16085 0.507
H 3.44811 2.43165 3.07864 0.582
H 0.81433 2.22190 3.13237 0.202
H -1.15999 3.01881 4.35955 0.375
H -1.10451 5.18685 5.55137 0.403
H 0.95819 6.55444 5.51410 0.387
H 2.94820 5.74483 4.29718 0.408
H 1.42661 3.90132 -2.72846 0.615
H 2.44255 5.16497 -2.04554 0.233
H 1.80453 7.21134 -3.00274 0.346
H 0.07842 8.85660 -3.64412 0.377
H -2.31709 8.31330 -3.35581 0.375
H -2.97383 6.11718 -2.42605 0.394
H -1.23706 4.47691 -1.78092 0.313
C 2.75494 -1.97040 3.91156 -1.090
C 3.01529 -2.47967 2.49334 -0.472
C 1.94065 -3.40365 1.98066 0.672
C 2.16961 -4.76900 1.89804 -0.616
C 1.19390 -5.63416 1.42021 -1.321
C -0.03119 -5.12958 1.02651 -0.375
C -0.30822 -3.76568 1.10159 0.820
C -1.66964 -3.28869 0.64744 0.533
C -2.76224 -3.52435 1.69337 -1.611
C 0.69275 -2.91252 1.58297 -0.621
N 0.44346 -1.50494 1.57252 1.790
C -0.43025 -1.02091 2.38958 -0.534
C -0.90061 0.29167 2.14456 -0.278
C -1.78570 1.13371 2.79788 -1.341
C -1.88244 2.28866 2.00451 -1.061
C -1.05051 2.09651 0.91240 -0.446
N -0.44924 0.88269 0.97774 1.177
H 3.57059 -1.32856 4.24703 0.395
H 2.66541 -2.80408 4.61018 0.337
H 1.83533 -1.38545 3.95792 0.113
H 3.96723 -3.01392 2.47403 0.637
H 3.11910 -1.63539 1.81135 -0.250
H 3.13539 -5.15757 2.20019 0.443
H 1.39685 -6.69483 1.34474 0.424
H -0.79499 -5.79545 0.63922 0.429
H -1.93844 -3.84252 -0.25480 -0.593
H -1.63886 -2.23566 0.36788 0.165
H -2.81267 -4.58028 1.96377 0.351
H -3.73676 -3.22481 1.30596 0.463
H -2.57477 -2.95868 2.60779 0.302
H -0.82762 -1.61876 3.20751 0.684
H -2.29742 0.92775 3.72590 0.540
H -2.48505 3.16220 2.19543 0.448
H -0.84887 2.76378 0.08794 0.708
C -5.45886 -2.83343 -4.21370 -1.637
C -4.35791 -3.68339 -3.63174 1.195
C -4.63906 -4.99144 -3.24574 -1.055
C -3.65648 -5.79114 -2.68664 -1.280
C -2.37527 -5.29775 -2.51045 -0.341
C -2.07223 -4.00070 -2.91850 0.240
N -0.80713 -3.42185 -2.71764 -0.212
C 0.40280 -4.05692 -2.55734 0.131
C 0.65297 -5.31953 -3.11424 -0.713
C 1.87517 -5.93653 -2.94871 -0.559
C 2.90333 -5.32792 -2.23132 -1.086
C 2.68693 -4.07464 -1.70520 -0.591
C 1.45857 -3.42386 -1.86152 0.497
C 1.33139 -2.09820 -1.25501 2.192
O 2.26557 -1.61266 -0.53885 -0.475
O 0.29126 -1.36095 -1.37619 -0.641
C -3.06334 -3.18115 -3.47848 0.512
C -2.70009 -1.77701 -3.88154 -1.681
H -6.39840 -3.38373 -4.22215 0.393
H -5.23667 -2.53619 -5.24077 0.364
H -5.60837 -1.92015 -3.63495 0.350
H -5.64276 -5.37752 -3.37532 0.335
H -3.89028 -6.80000 -2.37058 0.426
H -1.61871 -5.90633 -2.03450 0.547
H -0.80827 -2.45786 -2.41870 0.568
H -0.11860 -5.79867 -3.69928 0.633
H 2.03373 -6.90951 -3.39760 0.423
H 3.85595 -5.82279 -2.10377 0.438
H 3.46004 -3.55982 -1.15127 0.509
H -1.76632 -1.76539 -4.44620 0.390
H -2.55264 -1.13716 -3.00536 0.250
H -3.47240 -1.31871 -4.49284 0.478
```